Density functional theory data (ωB97M-V/def2-TZVPD) for a structure of composition C42H44HfN5O2Te at a distorted geometry.

Values from the calculation:
2S+1: 2
Largest force on an atom in eV Å⁻¹: 1.44
Net charge: +2
Relative energy (zero: lowest compared OMol25 entry of this formula, charge and spin) in kcal per mole: 6.86
HOMO-LUMO gap (alpha / beta) in eV: 7.38 / 6.59
E in eV: -64403.6554
LUMO energy (alpha / beta) in eV: -5.23 / -6.39

```
95
C42H44HfN5O2Te ωB97M-V/def2-TZVPD
Hf -1.211 0.083 1.574
N -1.639 0.040 4.070
C -2.421 -1.071 4.566
C -2.789 -1.214 5.869
C -3.552 -2.331 6.285
C -3.930 -3.274 5.377
C -3.574 -3.133 4.012
C -3.986 -4.047 3.017
C -3.661 -3.824 1.712
C -2.906 -2.687 1.390
N -2.472 -1.821 2.290
C -2.811 -2.026 3.608
H -0.654 -0.116 4.283
H -1.903 0.897 4.546
H -2.492 -0.466 6.595
H -3.830 -2.429 7.326
H -4.516 -4.133 5.680
H -4.573 -4.913 3.303
H -3.978 -4.490 0.923
H -2.650 -2.475 0.361
C 7.225 -0.173 -4.610
C 5.971 -0.224 -3.780
C 4.960 0.718 -3.948
C 3.803 0.695 -3.182
C 2.739 1.734 -3.430
C 3.673 -0.314 -2.221
Te 2.025 -0.304 -0.895
N -0.285 0.481 -0.302
C -1.396 0.106 -0.887
O -2.383 -0.297 -0.057
C -1.697 0.080 -2.326
C -2.852 -0.544 -2.789
C -3.122 -0.570 -4.150
C -2.249 0.041 -5.042
C -1.106 0.685 -4.578
C -0.834 0.704 -3.221
C 1.116 -2.000 -1.712
C 1.186 -2.156 -3.092
C 0.612 -3.268 -3.693
C -0.009 -4.226 -2.907
C -0.063 -4.069 -1.527
C 0.489 -2.955 -0.901
C 0.404 -2.840 0.596
C 4.660 -1.285 -2.023
C 4.549 -2.424 -1.037
C 5.799 -1.213 -2.820
H 7.186 0.630 -5.344
H 7.377 -1.113 -5.143
H 8.101 -0.012 -3.980
H 5.076 1.489 -4.702
H 3.079 2.471 -4.156
H 2.471 2.277 -2.519
H 1.827 1.282 -3.825
H -3.529 -1.007 -2.084
H -4.015 -1.057 -4.517
H -2.465 0.027 -6.103
H -0.441 1.178 -5.276
H 0.034 1.227 -2.848
H 1.699 -1.421 -3.702
H 0.661 -3.384 -4.768
H -0.444 -5.105 -3.366
H -0.534 -4.832 -0.919
H -0.154 -3.664 1.032
H -0.129 -1.922 0.867
H 1.381 -2.788 1.079
H 3.766 -2.291 -0.289
H 5.485 -2.551 -0.494
H 4.337 -3.358 -1.561
H 6.577 -1.958 -2.681
C 0.390 5.812 2.082
N 0.693 4.347 2.021
C 0.555 3.727 3.377
C -0.106 3.605 0.948
C -1.545 3.409 1.310
C -2.424 4.480 1.170
C -3.755 4.362 1.550
C -4.214 3.154 2.049
C -3.343 2.073 2.124
C -1.992 2.164 1.774
H 1.046 6.260 2.824
H -0.649 5.929 2.374
H 0.568 6.246 1.102
H 1.668 4.255 1.741
H -0.467 3.892 3.708
H 1.263 4.213 4.042
H 0.753 2.662 3.296
H 0.401 2.651 0.820
H 0.025 4.202 0.045
H -2.079 5.417 0.743
H -4.428 5.203 1.445
H -5.250 3.046 2.343
H -3.757 1.124 2.473
O 3.053 0.354 2.576
C 1.894 0.221 2.553
N 0.688 0.119 2.556
```

These are the Mulliken partial charges, in e, on atoms 1 to 4: 1.144 -0.343 0.041 -0.468



Density functional theory data (ωB97M-V/def2-TZVPD) for a structure of composition C34H30Cl2N5O7S3Sn at a distorted geometry.

Values from the calculation:
Largest force on an atom in eV Å⁻¹: 1.41
Net charge: +1
Relative energy (zero: lowest compared OMol25 entry of this formula, charge and spin) in kcal per mole: 0.00
HOMO-LUMO gap (alpha / beta) in eV: 4.48 / 4.20
E in eV: -120904.2723
LUMO energy (alpha / beta) in eV: -5.56 / -5.83

```
82
C34H30Cl2N5O7S3Sn ωB97M-V/def2-TZVPD
Sn 0.063 -0.844 1.488
Cl 1.029 -6.281 6.747
C 0.748 -5.368 5.340
C -0.273 -5.753 4.447
C -0.520 -4.995 3.348
C 0.209 -3.777 3.074
O -0.112 -3.100 2.078
C 1.294 -3.443 3.983
C 2.177 -2.294 3.790
O 2.002 -1.345 3.057
C 1.537 -4.244 5.074
H -0.845 -6.647 4.651
H -1.297 -5.264 2.645
H 3.099 -2.328 4.395
H 2.339 -3.983 5.753
Cl -2.359 3.162 8.578
C -2.157 2.404 7.039
C -3.255 2.223 6.212
C -3.097 1.587 4.990
C -1.845 1.135 4.603
C -0.745 1.340 5.431
C -0.893 1.989 6.643
C -1.632 0.352 3.336
O -1.901 0.816 2.213
O -1.155 -0.826 3.497
H -4.226 2.578 6.529
H -3.951 1.441 4.343
H 0.230 0.999 5.107
H -0.045 2.171 7.288
C -0.507 0.909 -4.134
C -0.171 1.048 -2.652
C 0.946 2.069 -2.431
N 1.226 2.366 -1.021
C 0.380 2.719 -0.039
S 0.858 2.667 1.572
N -0.911 3.120 -0.284
C -1.555 3.743 -1.368
O -2.738 3.551 -1.527
C -0.768 4.688 -2.196
C 0.298 5.417 -1.677
C 0.972 6.318 -2.485
C 0.593 6.491 -3.809
C -0.484 5.779 -4.323
C -1.173 4.893 -3.515
H -1.266 0.137 -4.276
H 0.375 0.625 -4.710
H -0.891 1.848 -4.537
H 0.148 0.095 -2.246
H -1.067 1.353 -2.107
H 0.706 2.985 -2.965
H 1.878 1.686 -2.848
H 2.110 2.052 -0.656
H -1.546 2.879 0.468
H 0.586 5.298 -0.639
H 1.795 6.892 -2.080
H 1.131 7.189 -4.437
H -0.789 5.924 -5.351
H -2.029 4.344 -3.887
N 3.449 -2.339 -6.365
C 2.951 -2.578 -5.123
C 1.879 -3.468 -4.942
C 1.330 -3.661 -3.694
C 1.847 -2.975 -2.600
C 2.917 -2.099 -2.757
C 3.473 -1.910 -4.002
S 1.136 -3.094 -0.995
O 1.358 -1.778 -0.382
O 1.590 -4.218 -0.244
N -0.428 -3.355 -1.381
C -1.484 -2.719 -1.013
S -3.058 -3.313 -1.647
C -3.841 -2.078 -0.792
C -2.933 -1.298 -0.089
N -1.655 -1.646 -0.213
H 3.152 -2.898 -7.143
H 4.279 -1.788 -6.480
H 1.477 -3.999 -5.795
H 0.502 -4.344 -3.556
H 3.304 -1.576 -1.892
H 4.319 -1.247 -4.129
H -4.913 -1.965 -0.823
H -3.178 -0.448 0.537
```

These are the Mulliken partial charges, in e, on atoms 1 to 4: 1.481 -0.127 0.235 -0.673